(1)
# C5H6O

A single C5H6O molecule at a distorted geometry (ωB97M-V/def2-TZVPD, the Open Molecules 2025 dataset).

## Properties
Relative energy (zero: lowest compared OMol25 entry of this formula, charge and spin) = 408.0 kJ/mol
Energy = -7325.0563 eV
E_HOMO = -0.35133 Eh
Multiplicity = 1
SMILES = C#C[C@]1(C)CO1
Strongest force on any atom = 1.117 eV Å⁻¹

Geometry (Å):
O 0.349 0.629 1.060
C -0.087 -0.038 -0.177
C -1.311 -0.893 -0.014
C -0.101 1.415 -0.017
C 2.154 -0.529 -0.135
C 1.129 -0.608 -0.786
H 2.949 -0.425 0.565
H 0.639 2.003 -0.563
H -1.014 -1.900 0.294
H -1.891 -0.968 -0.938
H -1.929 -0.452 0.771
H -1.038 1.909 0.214


(2)
# C22H46ClLiN2O13

A molecular structure, C22H46ClLiN2O13 at a distorted geometry (ωB97M-V/def2-TZVPD, the Open Molecules 2025 dataset).

## Properties
Relative energy (zero: lowest compared OMol25 entry of this formula, charge and spin) = 44.1 kJ/mol
Energy = -65871.9726 eV
E_HOMO = -0.34602 Eh
Multiplicity = 1
Strongest force on any atom = 3.053 eV Å⁻¹

Geometry (Å):
Cl -1.936 -2.983 -0.420
O -1.778 0.234 -5.189
O 1.189 -0.116 1.288
O -0.943 -1.603 4.685
O 0.937 0.323 -2.409
O -1.771 -4.383 -0.740
O -3.215 0.985 -3.782
O -0.976 -2.538 0.627
O -1.395 0.434 0.074
O 1.771 -2.243 -0.714
O -1.716 -2.116 -1.657
O 2.967 0.672 -3.100
O 2.407 6.165 -1.336
O -3.262 -2.708 0.108
N 1.832 0.309 -3.234
N -2.696 0.090 -4.382
C -1.779 -2.497 3.985
C 1.740 1.179 1.036
C 3.786 -3.380 -1.154
C -3.569 1.138 0.711
C 2.022 3.836 -1.642
C -3.083 -0.722 5.040
C 1.260 0.799 3.438
C 3.400 5.445 -0.558
C -3.244 -1.260 -4.127
C -3.585 0.588 -0.743
C 1.433 -3.392 -1.541
C -2.243 0.536 1.214
C -3.198 -1.932 4.139
C -2.128 0.747 -1.084
C 1.509 -0.207 -4.597
C -1.753 -0.970 5.672
C 1.424 5.239 -1.727
C 1.777 1.824 2.409
C 2.826 4.095 -0.376
C 1.518 -0.457 2.632
C 3.187 -2.119 -0.630
C 2.765 -3.848 -2.192
Li 0.198 -1.122 -0.238
H 0.870 0.573 -5.123
H -1.375 -2.580 2.992
H 4.229 5.376 -1.226
H -1.747 1.027 2.078
H -2.377 -0.500 1.565
H -3.010 0.160 4.442
H 1.764 0.874 4.374
H -4.148 1.305 -1.310
H 1.150 2.730 2.445
H -3.185 -1.969 -4.933
H 2.741 -4.969 -2.411
H 0.829 -1.060 -4.506
H 2.926 -3.306 -3.132
H -1.232 -0.082 6.034
H 0.789 -1.228 2.949
H -3.692 -1.673 3.244
H 0.956 -4.197 -0.929
H -3.892 -2.651 4.636
H 2.419 -0.436 -5.102
H -1.998 1.769 -1.400
H 1.220 3.119 -1.768
H 2.781 2.065 2.588
H -3.371 2.216 0.589
H 2.767 1.139 0.528
H 2.205 4.069 0.554
H -4.296 -1.159 -3.870
H 3.539 3.272 -0.311
H 4.775 -3.073 -1.581
H -1.831 -1.661 6.549
H -1.667 -3.477 4.458
H 3.414 -1.859 0.388
H -1.813 0.060 -1.847
H 0.547 5.303 -1.117
H 1.045 5.500 -2.734
H -2.729 -1.623 -3.279
H 2.647 3.661 -2.515
H 3.953 -4.138 -0.384
H -4.068 -0.367 -0.816
H 0.745 -3.019 -2.331
H 2.527 -0.737 2.727
H -4.491 0.838 1.237
H 1.002 1.664 0.333
H -3.900 -0.649 5.732
H 3.472 -1.283 -1.268
H 0.178 0.916 3.618
H 3.655 6.014 0.347


(3)
# C30H34N3O3P2Pd

A molecular structure, C30H34N3O3P2Pd at a distorted geometry (ωB97M-V/def2-TZVPD, the Open Molecules 2025 dataset).

## Properties
Energy = -64335.0819 eV
E_HOMO = -0.12515 Eh
Multiplicity = 1
Net charge = -1
Strongest force on any atom = 2.063 eV Å⁻¹

Geometry (Å):
Pd 1.099 0.954 1.283
P -1.266 1.002 -0.646
P 0.710 -1.215 -0.423
O 1.700 -0.384 -1.115
O -0.456 2.219 -0.520
O -0.861 1.612 5.455
N 3.301 1.504 0.502
N 1.850 3.971 0.198
N -0.251 0.845 3.301
C 4.320 1.987 1.407
C -0.717 -0.402 0.359
C -0.021 -2.430 -1.577
C 1.514 -4.416 2.041
C -0.288 0.390 -4.513
C -0.523 1.250 4.368
C -3.139 1.340 1.308
C 3.670 2.611 2.644
C 1.758 -1.654 2.098
C -0.345 0.867 -3.218
C -5.344 1.496 -0.362
C 0.153 -3.527 -3.707
C -2.980 1.233 -0.070
C -0.973 -4.278 -3.412
C 1.308 -2.289 0.943
C -1.313 0.386 -2.349
C -4.403 1.504 1.845
C -5.510 1.565 1.012
C -1.211 -0.547 -4.947
C 2.043 -2.399 3.229
C -1.612 -4.118 -2.192
C -4.081 1.339 -0.905
C 1.627 3.816 1.637
C -2.218 -0.577 -2.772
C 1.894 -3.778 3.211
C 0.622 -2.602 -2.793
C -2.176 -1.028 -4.077
C 2.946 3.939 2.414
C -1.136 -3.203 -1.273
C 1.221 -3.675 0.909
H -6.501 1.680 1.430
H 2.070 -4.360 4.107
H 3.601 4.639 1.885
H 0.915 -4.177 -0.001
H 1.860 -0.542 2.103
H 0.908 4.554 2.030
H -2.945 -0.970 -2.075
H -3.950 1.280 -1.978
H -4.529 1.573 2.915
H -1.176 -0.909 -5.965
H -2.484 -4.717 -1.968
H 1.194 2.791 1.784
H -1.502 -1.112 0.609
H 2.348 -1.893 4.134
H 4.443 2.762 3.402
H -0.324 0.089 1.317
H 2.936 1.889 3.025
H 1.038 3.597 -0.286
H 4.938 1.139 1.734
H 2.862 2.300 0.027
H -2.270 1.286 1.958
H -6.206 1.558 -1.013
H -1.352 -4.986 -4.135
H 0.362 1.598 -2.852
H 4.995 2.722 0.924
H 2.731 4.360 3.398
H 3.653 0.850 -0.189
H 1.945 4.952 -0.059
H -2.891 -1.763 -4.418
H 1.413 -5.493 2.011
H 1.492 -1.992 -2.995
H 0.476 0.744 -5.187
H 0.664 -3.663 -4.649
H -1.624 -3.097 -0.313


(4)
# ClFO4Sr

A molecular structure, ClFO4Sr at a distorted geometry (ωB97M-V/def2-TZVPD, the Open Molecules 2025 dataset).

## Properties
Relative energy (zero: lowest compared OMol25 entry of this formula, charge and spin) = 72.8 kJ/mol
Energy = -24257.2259 eV
E_HOMO = -0.35244 Eh
Multiplicity = 1
Strongest force on any atom = 7.011 eV Å⁻¹

Geometry (Å):
Sr -0.218 0.514 -2.650
Cl 0.598 -0.015 1.008
F -2.595 -0.488 -2.368
O 0.735 1.367 0.910
O 0.114 -0.399 2.377
O 1.752 -0.804 0.687
O -0.386 -0.174 0.036


(5)
# C3H9N5O2

A single C3H9N5O2 molecule at a distorted geometry (ωB97M-V/def2-TZVPD, the Open Molecules 2025 dataset).

## Properties
Relative energy (zero: lowest compared OMol25 entry of this formula, charge and spin) = 274.9 kJ/mol
Energy = -14798.1073 eV
E_HOMO = -0.32205 Eh
Multiplicity = 1
SMILES = N/N=C(\N)NNCC(=O)O
Strongest force on any atom = 7.622 eV Å⁻¹

Geometry (Å):
O -2.960 -0.762 -0.688
O -3.401 1.022 0.552
N 0.636 -1.224 0.281
N -0.443 -0.645 -0.547
N 2.892 1.709 -0.249
N 1.712 0.750 -0.319
N 3.146 -1.025 0.386
C -2.548 0.204 0.039
C -1.170 0.297 0.285
C 1.902 -0.544 0.052
H -0.848 0.156 1.380
H 3.172 -1.404 1.537
H 0.721 -2.005 -0.332
H 3.104 1.841 -1.234
H -4.285 0.494 0.773
H 2.299 2.514 0.139
H 3.711 -0.067 0.262
H -0.952 -1.531 -0.650
H -0.740 1.223 0.088


(6)
# C6H17BrNO2

3 unconnected molecules or ions with the total composition C6H17BrNO2 at a distorted geometry (ωB97M-V/def2-TZVPD, the Open Molecules 2025 dataset).

## Properties
Relative energy (zero: lowest compared OMol25 entry of this formula, charge and spin) = 0.0 kJ/mol
Energy = -82126.3342 eV
E_HOMO = -0.14830 Eh
Multiplicity = 1
Net charge = -1
Strongest force on any atom = 3.767 eV Å⁻¹

Geometry (Å):
Br -2.442 -1.747 -3.272
O -2.328 0.284 -0.035
O 2.532 0.342 0.389
N 1.532 -1.030 -1.850
C 1.422 0.426 -1.655
C 0.160 0.894 -2.419
C -2.431 -0.503 1.190
C 2.428 -0.080 1.742
C 1.321 0.772 -0.098
C -1.749 0.075 2.416
H 3.398 -0.344 2.163
H 2.365 0.713 -2.120
H -2.786 -0.186 -0.736
H 2.033 0.737 2.347
H -3.487 -0.756 1.290
H -0.737 0.372 -2.086
H -1.925 -1.449 0.998
H 1.054 1.817 0.055
H -0.678 0.246 2.313
H 0.510 0.128 0.242
H 0.623 -1.362 -2.141
H -1.939 -0.507 3.318
H 0.154 0.532 -3.447
H -2.168 1.069 2.574
H 1.739 -0.905 1.924
H 1.536 -1.452 -0.932
H -0.136 1.913 -2.167


(7)
# C32H36N3

2 unconnected molecules or ions with the total composition C32H36N3 at a distorted geometry (ωB97M-V/def2-TZVPD, the Open Molecules 2025 dataset).

## Properties
Relative energy (zero: lowest compared OMol25 entry of this formula, charge and spin) = 224.2 kJ/mol
Energy = -38231.0113 eV
E_HOMO = -0.38345 Eh
Multiplicity = 1
Net charge = +1
Strongest force on any atom = 2.735 eV Å⁻¹

Geometry (Å):
N -4.025 3.016 -1.016
N -1.336 -2.926 -0.060
N 4.974 -0.997 -0.100
C 0.815 -1.205 0.604
C -2.582 -5.688 0.023
C -3.365 -4.497 -0.518
C -4.077 4.366 -0.592
C -3.659 0.863 0.043
C 7.324 0.188 2.577
C -2.815 -3.132 -0.071
C 1.747 -1.491 1.658
C -1.723 2.205 -0.561
C 2.680 -1.060 -0.981
C 1.313 -1.012 -0.712
C -4.366 2.791 -2.419
C 6.340 -0.573 1.933
C -2.829 -0.129 0.538
C 7.232 1.828 0.794
C 6.283 1.048 0.140
C -4.904 4.699 0.496
C 5.832 -0.167 0.689
C -0.885 1.160 -0.184
C -0.622 -1.173 0.850
C -1.082 -5.513 -0.207
C -4.273 7.020 0.276
C -3.436 6.695 -0.797
C -5.020 6.020 0.918
C 7.779 1.386 2.006
C -0.518 -4.147 0.237
C 3.607 -1.149 0.111
C 3.111 -1.359 1.434
C -3.121 2.062 -0.479
C -3.371 5.377 -1.254
C 5.536 -1.355 -1.401
C -1.427 -0.053 0.375
H 5.871 1.372 -0.815
H 1.382 -1.820 2.641
H 0.198 1.270 -0.319
H -2.737 5.112 -2.097
H -5.691 6.270 1.750
H -4.529 1.720 -2.556
H 5.982 -1.509 2.369
H -1.044 -2.549 -1.032
H -4.739 0.718 0.067
H 7.555 2.778 0.357
H -2.914 -6.584 -0.509
H 0.601 -0.907 -1.546
H 0.455 -3.965 -0.243
H -2.795 -5.836 1.089
H -4.321 8.047 0.638
H 6.588 -1.615 -1.243
H 8.533 1.987 2.519
H -5.282 3.348 -2.640
H -2.833 7.469 -1.283
H -0.536 -6.283 0.352
H -4.404 -4.546 -0.168
H 3.014 -0.966 -2.038
H 5.017 -2.231 -1.784
H -0.961 -1.646 1.808
H -0.334 -4.195 1.327
H -3.549 3.111 -3.085
H -3.402 -4.553 -1.616
H 7.742 -0.158 3.530
H -3.211 -2.339 -0.721
H 3.833 -1.460 2.256
H -3.243 -1.012 1.036
H 5.460 -0.539 -2.130
H -3.197 -2.946 0.951
H -5.456 3.891 0.988
H -1.320 3.158 -0.931
H -0.867 -5.690 -1.270


(8)
# H5NO3Si

2 unconnected molecules or ions with the total composition H5NO3Si at a distorted geometry (ωB97M-V/def2-TZVPD, the Open Molecules 2025 dataset).

## Properties
Relative energy (zero: lowest compared OMol25 entry of this formula, charge and spin) = 454.3 kJ/mol
Energy = -15591.6554 eV
E_HOMO (spin up / spin down) = -0.35236 / -0.27511 Eh
Multiplicity = 1
Strongest force on any atom = 4.317 eV Å⁻¹

Geometry (Å):
Si -1.049 -0.078 0.135
O -1.394 -1.647 0.317
O -1.599 0.709 1.458
O -1.591 0.592 -1.265
N 1.998 -0.147 -0.067
H 2.351 -0.770 0.718
H 2.471 0.761 0.254
H -2.203 1.484 1.337
H -1.930 -1.946 0.971
H -1.901 -0.034 -1.863


Question: Among the records above, which one has the highest strongest force on any atom?
Answer: C3H9N5O2